No. 1
46
Properties=species:S:1:pos:R:3:forces:R:3:nbo_charge:R:1 method="wB97M-V/def2-TZVPD" homo_ev=-9.32 gap_ev=9.888 smiles="C[C@@H]1CN(C(=O)c2cc(COc3cccc(C(F)(F)F)c3)on2)C[C@H](C)O1" e_above_lowest_kcal_mol=40.0
C 3.3492 0.6279 3.1982 0.2 0.1 -0.4 -0.631
C 3.6354 1.0203 1.7470 -0.4 0.3 0.3 0.100
C 2.3813 0.8563 0.8817 0.3 0.5 0.0 -0.268
N 2.0438 -0.5446 0.7911 0.1 -0.2 0.0 -0.406
C 0.8349 -1.1131 0.9464 0.5 0.0 0.0 0.646
O 0.6837 -2.3233 0.8681 -0.2 0.0 0.0 -0.613
C -0.3576 -0.2583 1.1950 -1.1 0.3 0.2 0.056
C -1.6821 -0.7192 0.9607 -0.3 0.6 0.3 -0.310
C -2.4649 0.3227 1.3617 0.5 -1.0 -0.3 0.279
C -3.9467 0.5229 1.3714 0.0 0.3 0.3 -0.114
O -4.6108 -0.3023 0.4444 0.0 -0.2 0.1 -0.475
C -4.3560 -0.1439 -0.8810 0.1 0.1 -0.6 0.306
C -4.9993 -1.0433 -1.7355 0.1 0.1 0.2 -0.229
C -4.8087 -0.9759 -3.0988 0.0 0.0 0.1 -0.188
C -3.9704 -0.0162 -3.6475 0.2 0.2 0.0 -0.236
C -3.3387 0.8753 -2.7987 -0.1 -0.1 -0.1 -0.056
C -2.4116 1.9326 -3.3252 0.3 0.3 -0.1 0.964
F -2.2821 1.9200 -4.6565 -0.1 -0.2 -0.2 -0.319
F -1.1672 1.8074 -2.8207 0.0 -0.2 0.1 -0.327
F -2.8157 3.1738 -2.9932 -0.2 0.0 0.1 -0.326
C -3.5238 0.8279 -1.4213 -0.1 0.0 0.1 -0.304
O -1.6819 1.3208 1.8048 -0.7 0.0 0.0 -0.262
N -0.3860 0.9499 1.7012 1.0 -0.1 0.1 -0.125
C 3.1595 -1.4518 0.5625 0.2 -0.2 -0.1 -0.243
C 4.4326 -0.6741 0.2379 0.0 -0.3 -0.2 0.092
C 5.6280 -1.6132 0.1301 -0.4 0.3 0.0 -0.610
O 4.7362 0.2747 1.2425 0.1 -0.1 0.1 -0.536
H 2.6227 1.3110 3.6289 -0.1 0.1 0.1 0.213
H 4.2702 0.6746 3.7725 0.1 0.0 0.1 0.222
H 2.9556 -0.3835 3.2544 0.0 -0.1 0.0 0.206
H 3.9434 2.0755 1.7205 -0.1 -0.1 0.0 0.185
H 2.5669 1.2571 -0.1229 -0.1 0.0 0.1 0.197
H 1.5533 1.4003 1.3324 0.3 0.0 -0.1 0.266
H -1.9684 -1.6679 0.5616 -0.1 -0.2 -0.1 0.261
H -4.3554 0.2321 2.3455 0.1 0.1 -0.2 0.227
H -4.1737 1.5852 1.2053 0.0 -0.1 0.0 0.202
H -5.6434 -1.7882 -1.2966 -0.1 -0.1 0.0 0.228
H -5.3113 -1.6780 -3.7451 -0.1 -0.1 0.0 0.222
H -3.8106 0.0375 -4.7122 0.0 0.0 -0.1 0.234
H -3.0109 1.5509 -0.8074 0.0 0.0 0.1 0.233
H 2.9032 -2.1298 -0.2576 0.1 0.0 0.1 0.225
H 3.3167 -2.0645 1.4584 0.0 0.0 -0.1 0.205
H 4.2980 -0.1564 -0.7276 0.0 -0.1 0.1 0.162
H 6.5241 -1.0344 -0.0723 0.1 0.0 0.0 0.223
H 5.7660 -2.1453 1.0672 0.0 -0.1 0.1 0.212
H 5.4725 -2.3291 -0.6716 0.0 -0.1 -0.1 0.211

***

No. 2
46
Properties=species:S:1:pos:R:3:forces:R:3:nbo_charge:R:1 method="wB97M-V/def2-TZVPD" homo_ev=-6.49 gap_ev=5.520 e_above_lowest_kcal_mol=101.7
F -1.5096 -0.7765 1.3518 0.6 0.5 0.1 -0.348
C -0.3110 -1.2866 1.8113 -0.3 -1.8 0.5 0.321
C -0.4380 -2.2339 2.8076 0.0 0.8 -0.2 0.214
F -1.6064 -2.4029 3.4698 0.3 0.3 -0.4 -0.309
C 0.6573 -3.0685 3.2778 0.3 -0.5 0.7 0.360
O 0.5776 -3.8831 4.2127 0.0 1.0 -1.2 -0.575
C 1.8863 -2.8285 2.5206 0.3 0.7 0.0 0.200
F 2.9714 -3.5204 2.9488 -0.5 0.3 -0.6 -0.306
C 1.9763 -1.9138 1.5020 -0.3 -0.4 -0.2 0.394
F 3.0760 -2.0164 0.6725 -0.9 0.6 0.8 -0.333
C 0.8937 -0.9707 1.0669 -1.4 -8.0 3.1 -0.088
O 0.7531 -1.0515 -0.3809 0.2 -0.7 1.6 -0.540
C 0.7319 -2.4122 -3.5113 -0.2 -0.1 0.1 -0.265
O -0.4022 -1.8516 -2.8076 0.4 0.6 -0.1 -0.515
C -0.2420 -0.5514 -2.4778 -1.7 -1.7 0.5 0.836
O 0.6510 0.1384 -2.8204 1.3 1.2 -0.9 -0.593
C -1.3983 -0.1204 -1.5833 0.2 -0.9 -1.0 -0.158
C -2.6923 0.1275 -2.3669 -0.7 0.0 0.1 -0.406
C -2.9381 1.6484 -2.3002 0.2 0.1 -0.5 -0.411
C -2.1349 2.1285 -1.0781 -0.9 0.4 -0.1 -0.233
N -1.0817 1.1256 -0.8834 0.2 -0.5 2.1 -0.329
C -0.2446 1.1518 0.1564 0.1 0.5 -2.6 0.620
C 1.0334 0.2914 0.1312 0.5 4.7 -2.7 -0.107
C 2.2853 0.9050 0.8788 1.3 0.5 -0.5 -0.384
C 1.9951 2.1391 1.7409 0.6 0.0 -0.4 -0.407
C 0.5756 2.1526 2.2536 0.4 -0.2 0.4 -0.401
C -0.4018 2.2544 1.1000 0.1 0.9 1.1 -0.528
H 0.4698 -3.4608 -3.6407 0.1 0.1 -0.1 0.202
H 0.8594 -1.9150 -4.4773 0.0 -0.1 0.2 0.191
H 1.6396 -2.3135 -2.9048 -0.3 0.0 -0.1 0.208
H -1.5726 -0.9298 -0.8711 0.2 0.4 -0.1 0.274
H -2.6547 -0.2629 -3.3997 0.0 0.2 0.6 0.241
H -3.4975 -0.4059 -1.8336 0.2 0.2 -0.4 0.224
H -2.5586 2.1359 -3.2186 -0.2 -0.2 0.5 0.220
H -4.0116 1.8886 -2.2015 0.6 -0.1 0.0 0.232
H -1.7308 3.1407 -1.2330 0.1 -0.5 0.1 0.226
H -2.8100 2.1703 -0.2042 0.4 -0.1 -0.1 0.212
H 1.3585 0.6396 -0.8923 -0.1 1.3 -0.5 0.241
H 2.7567 0.1265 1.4730 -0.1 0.3 0.0 0.225
H 3.0272 1.1698 0.0988 -0.3 0.0 0.3 0.211
H 2.7251 2.1450 2.5560 -0.2 0.1 0.0 0.231
H 2.2082 3.0333 1.1428 -0.2 0.1 0.2 0.199
H 0.3991 1.2242 2.7976 -0.1 0.0 0.1 0.220
H 0.4529 2.9633 2.9686 -0.3 0.1 -0.1 0.225
H -0.3093 3.2467 0.6340 0.0 -0.3 -0.2 0.251
H -1.4141 2.2295 1.5133 -0.2 -0.1 -0.3 0.260

***

No. 3
57
Properties=species:S:1:pos:R:3:forces:R:3:nbo_charge:R:1 method="wB97M-V/def2-TZVPD" homo_ev=-14.11 charge=+2 gap_ev=2.193
C 2.2276 -3.0313 4.5972 1.1 0.7 -1.2 -0.685
C 1.4808 -2.2130 3.4232 -2.2 0.1 1.5 -0.149
I 2.5541 -1.8567 1.6096 -0.7 -0.4 1.2 0.328
C 0.1413 -1.7647 3.5665 2.8 -0.7 0.0 -0.193
I -0.8040 -2.3542 5.4733 0.7 0.5 -1.7 0.447
C -0.7870 -0.9506 2.5475 -0.8 -1.5 1.4 0.072
C -1.5907 -2.1419 1.7888 0.0 -0.2 1.8 -0.115
O -1.9140 -1.8866 0.3935 0.9 -3.2 -0.6 -0.523
C -1.6896 -3.1222 -0.2898 -0.5 -1.2 -3.0 0.308
C -0.6210 -3.1644 -1.4457 -1.4 -2.3 -0.3 -0.296
C -0.3393 -4.4912 -2.2007 -2.1 0.1 2.2 -0.216
C -1.1000 -5.8269 -1.8172 -0.7 3.3 1.7 -0.049
C -2.1811 -5.8040 -0.6871 1.6 4.1 -0.4 -0.183
C -2.4556 -4.4687 0.0394 1.4 -1.2 -1.7 -0.222
O -1.7524 -0.3516 3.5195 2.0 1.8 -0.2 -0.640
S -0.9340 1.0677 4.0272 2.4 4.4 8.0 2.283
O 0.0360 0.9122 5.1889 -2.4 -1.7 -4.0 -0.837
O -1.7760 2.2275 4.4902 0.8 -3.6 -3.7 -0.752
O 0.1871 1.3416 2.7487 -1.9 -2.8 -0.3 -0.639
C -0.3308 0.3703 1.7662 -1.9 1.8 -1.6 0.292
S -2.0404 1.1801 1.4339 -1.0 0.7 -0.9 0.067
C 0.2381 0.3822 0.2701 1.6 0.5 -0.2 -0.497
C 1.5855 1.2796 0.1993 0.7 -0.5 -0.1 -0.429
C 1.3232 2.8342 -0.1102 1.1 -0.9 -0.2 -0.411
C 1.2894 2.9910 -1.7205 -1.2 0.1 0.7 -0.476
C 0.4179 4.3121 -2.0294 0.3 0.0 2.5 0.654
F -0.9959 4.1035 -1.8221 3.2 0.3 -1.0 -0.335
F 0.7784 5.2326 -0.9660 -0.8 -1.5 -2.6 -0.333
C 0.7744 5.0754 -3.3805 0.6 4.1 2.5 0.457
F -0.0391 6.2574 -3.4210 2.0 -3.2 -0.1 -0.282
F 2.1170 5.5635 -3.2568 -3.2 -1.7 -0.3 -0.294
S 0.6518 4.1260 -4.9704 -0.6 1.0 -5.2 2.269
F 1.5715 5.3294 -5.7155 -1.6 -2.1 1.3 -0.432
F -0.7264 5.0133 -5.3665 2.1 -1.9 0.7 -0.435
F -0.3364 2.9373 -4.3530 1.8 1.5 -0.4 -0.457
F 2.0592 3.2671 -4.7235 -2.5 1.0 0.3 -0.442
F 0.5203 3.3859 -6.4593 0.3 1.0 2.6 -0.411
H 1.8064 -4.0869 4.6907 0.4 1.6 0.0 0.260
H 3.3336 -3.1170 4.2736 -1.8 0.0 0.6 0.252
H 2.2232 -2.4419 5.5884 -0.3 -1.0 -1.6 0.276
H -0.9357 -3.0801 1.8662 -0.7 1.4 -0.2 0.228
H -2.5459 -2.3823 2.4008 1.5 0.7 -1.0 0.254
H -0.0826 -2.1789 -1.7108 -0.8 -1.9 0.5 0.282
H 0.4570 -4.4989 -3.0353 -1.5 0.0 1.5 0.289
H -0.8900 -6.8167 -2.3374 -0.2 1.6 0.6 0.281
H -2.7766 -6.7306 -0.4019 1.0 1.4 -0.5 0.290
H -3.2489 -4.4157 0.8587 1.2 -0.2 -1.3 0.273
H -1.8682 2.5682 1.5833 0.6 -1.4 -0.1 0.222
H 0.3922 -0.6933 -0.0805 0.0 1.5 0.7 0.222
H -0.4930 0.8695 -0.4831 1.0 -0.9 1.5 0.259
H 2.2201 1.1777 1.1591 -1.2 0.1 -1.4 0.240
H 2.2349 0.8234 -0.6432 -0.9 0.8 1.3 0.221
H 2.2229 3.4241 0.3125 -1.7 -0.8 -0.7 0.256
H 0.3630 3.1625 0.4098 1.3 -0.2 -0.9 0.225
H 0.7573 2.0584 -2.1205 0.6 1.5 0.2 0.219
H 2.3383 3.0215 -2.1893 -1.7 0.3 0.8 0.271
Pt -3.0481 -2.4246 -2.4884 1.3 -0.7 1.3 0.734

***

No. 4
45
Properties=species:S:1:pos:R:3:forces:R:3:nbo_charge:R:1 method="wB97M-V/def2-TZVPD" homo_ev="-11.13 / -11.03" multiplicity=2 charge=+1 gap_ev="5.182 / 5.127" e_above_lowest_kcal_mol=74.1
Ir 0.1109 0.3206 -0.7032 -1.3 -1.6 2.0 1.199
O 2.0288 0.3637 0.1152 -1.3 0.0 -2.2 -0.602
C 2.4315 1.1830 1.0080 0.1 0.6 1.1 0.402
C 3.7704 1.6652 0.9497 0.1 -0.3 -0.1 -0.217
C 4.2340 2.5617 1.8606 -0.1 0.0 0.0 -0.146
C 3.4049 3.0332 2.9136 -0.1 0.0 0.0 -0.191
C 2.1382 2.5569 3.0456 0.2 0.2 0.2 -0.156
C 1.6025 1.6310 2.1155 -0.1 -0.3 -0.8 -0.131
C 0.3027 1.1662 2.3125 0.2 0.3 0.7 0.127
N -0.3133 0.3239 1.5037 0.5 0.7 -2.6 -0.260
N -1.4774 -0.1210 1.8402 -0.7 -0.3 0.7 -0.295
C -2.1175 -0.7983 0.8720 0.0 0.4 0.5 0.577
O -1.6497 -0.9234 -0.2987 1.3 0.5 -0.8 -0.640
C -3.4372 -1.3494 1.2108 -0.2 0.0 -0.2 -0.094
C -3.9173 -1.3082 2.5216 0.1 0.0 -0.1 -0.172
C -5.1691 -1.8182 2.8125 -0.1 0.0 0.0 -0.209
C -5.9512 -2.3636 1.8029 0.0 0.0 0.0 -0.166
C -5.4825 -2.3956 0.4957 0.0 0.0 0.0 -0.199
C -4.2299 -1.8915 0.1984 0.1 0.0 0.0 -0.188
H 4.3953 1.2955 0.1478 0.0 0.0 0.0 0.235
H 5.2500 2.9256 1.7850 0.0 0.0 0.0 0.236
H 3.7885 3.7715 3.6034 0.0 -0.1 0.1 0.238
H 1.5145 2.8808 3.8692 0.0 0.0 0.0 0.230
H -0.2307 1.4970 3.2035 0.0 -0.3 0.0 0.222
H -3.3016 -0.8783 3.2979 0.0 0.0 0.0 0.237
H -5.5437 -1.7860 3.8266 0.0 0.0 0.0 0.228
H -6.9272 -2.7695 2.0338 0.0 0.0 0.0 0.227
H -6.0981 -2.8111 -0.2907 0.0 0.0 0.0 0.224
H -3.8618 -1.9076 -0.8186 0.0 0.0 0.0 0.221
C -2.7497 3.2594 -1.7100 0.2 -0.1 0.0 -0.716
C -1.6949 2.2288 -1.4219 -0.3 0.2 -0.3 0.797
O -1.5236 1.2602 -2.2116 0.1 -0.3 0.8 -0.703
O -0.9924 2.3181 -0.3835 0.7 0.0 0.1 -0.678
H -3.0690 3.1857 -2.7453 0.0 0.0 0.0 0.239
H -2.3663 4.2536 -1.4932 0.0 0.0 0.0 0.249
H -3.6018 3.0709 -1.0563 0.0 0.0 0.0 0.253
C -0.1203 0.4634 -4.7576 0.0 0.1 0.2 -0.855
Te 0.1781 -0.9076 -3.1541 0.8 0.2 0.2 0.846
C -1.7939 -1.6873 -3.2344 0.0 0.2 0.2 -0.865
H -1.0152 1.0410 -4.5514 0.0 0.0 0.1 0.255
H -0.2309 -0.1222 -5.6676 0.0 -0.1 0.1 0.243
H 0.7447 1.1159 -4.8387 0.0 0.0 0.0 0.247
H -1.8767 -2.3421 -4.0976 0.1 0.0 0.0 0.245
H -2.4770 -0.8447 -3.3003 0.0 0.0 0.0 0.253
H -1.9548 -2.2399 -2.3147 0.0 0.0 0.0 0.253

***

No. 5
42
Properties=species:S:1:pos:R:3:forces:R:3:nbo_charge:R:1 method="wB97M-V/def2-TZVPD" homo_ev=-7.72 gap_ev=8.449 smiles="C[C@H](NC(=O)C[C@H]1Nc2ccccc2NC1=O)c1ccccc1" e_above_lowest_kcal_mol=0.0
C 3.0573 1.7348 -1.8879 -0.1 -0.3 0.1 -0.610
C 2.6294 0.5028 -1.0969 0.0 0.0 -0.2 -0.104
N 1.4742 0.8266 -0.2702 0.3 0.2 0.0 -0.599
C 0.2973 0.1825 -0.3628 -0.2 0.4 0.5 0.685
O 0.0886 -0.7059 -1.1702 -0.1 -0.4 -0.3 -0.663
C -0.7863 0.6891 0.5702 -0.1 0.0 -0.2 -0.505
C -1.9258 1.2961 -0.2963 0.4 0.1 0.2 -0.116
N -2.5944 0.3008 -1.0939 0.0 0.1 -0.5 -0.599
C -3.5885 -0.4589 -0.5145 -0.4 -0.1 0.2 0.130
C -3.9390 -1.7162 -0.9962 0.1 0.1 0.1 -0.234
C -5.0039 -2.4057 -0.4457 0.0 -0.1 0.0 -0.209
C -5.7349 -1.8563 0.5944 -0.1 0.0 0.0 -0.236
C -5.3984 -0.6055 1.0859 0.1 0.0 -0.1 -0.246
C -4.3353 0.0901 0.5374 0.1 -0.4 -0.2 0.154
N -3.9822 1.3607 1.0052 -0.5 0.0 0.2 -0.607
C -2.8758 2.0394 0.6415 0.3 0.2 -0.3 0.678
O -2.6174 3.1450 1.0713 0.2 0.1 0.0 -0.608
C 3.7041 -0.0953 -0.2130 0.0 -0.1 0.0 0.055
C 3.5195 -1.3959 0.2461 0.0 0.0 0.0 -0.235
C 4.4424 -1.9862 1.0887 -0.1 -0.1 0.0 -0.191
C 5.5676 -1.2823 1.4852 0.1 0.0 0.1 -0.218
C 5.7578 0.0121 1.0366 0.1 0.0 0.1 -0.203
C 4.8301 0.6052 0.1959 -0.1 0.0 -0.1 -0.252
H 3.9487 1.5147 -2.4688 0.1 0.1 -0.1 0.221
H 2.2609 2.0256 -2.5689 0.0 0.0 0.0 0.223
H 3.2619 2.5732 -1.2256 0.1 0.1 0.0 0.201
H 2.2777 -0.2698 -1.7908 0.1 0.2 0.2 0.244
H 1.6018 1.5459 0.4242 -0.1 -0.1 0.0 0.400
H -1.1937 -0.1524 1.1356 0.1 0.0 0.0 0.237
H -0.4104 1.4430 1.2612 0.0 0.0 0.0 0.225
H -1.4835 2.0421 -0.9697 -0.2 0.0 0.2 0.225
H -1.9460 -0.2296 -1.6675 -0.1 0.1 0.1 0.418
H -3.3650 -2.1428 -1.8048 0.1 0.0 -0.1 0.215
H -5.2622 -3.3809 -0.8297 0.0 -0.1 0.0 0.214
H -6.5645 -2.3962 1.0234 -0.1 0.0 0.0 0.214
H -5.9613 -0.1633 1.8953 -0.1 0.1 0.1 0.209
H -4.6034 1.8125 1.6644 0.2 0.1 -0.1 0.413
H 2.6417 -1.9435 -0.0656 -0.1 -0.1 0.0 0.222
H 4.2863 -2.9975 1.4340 0.0 -0.1 0.0 0.213
H 6.2927 -1.7416 2.1406 0.1 0.0 0.0 0.214
H 6.6323 0.5675 1.3427 0.1 0.0 0.0 0.213
H 4.9995 1.6161 -0.1409 0.0 0.1 -0.1 0.212

***

No. 6
43
Properties=species:S:1:pos:R:3:forces:R:3:nbo_charge:R:1 method="wB97M-V/def2-TZVPD" homo_ev=-7.92 gap_ev=7.884 e_above_lowest_kcal_mol=403.2
C 0.4931 -1.1725 4.5649 4.3 3.5 -1.3 -0.642
C 1.0192 -1.7233 3.2038 3.7 7.7 2.3 0.014
O 0.1751 -1.4816 2.2285 -3.9 0.5 -3.8 -0.523
C -0.9241 -2.2858 1.8935 1.6 1.5 -1.8 0.293
C -1.1863 -3.5235 2.4444 6.0 4.3 6.0 -0.289
C -2.3043 -4.1084 2.2576 -3.9 -5.9 0.5 -0.174
C -3.2471 -3.6578 1.2461 5.4 -2.8 5.9 -0.248
C -2.7730 -2.7339 0.5139 -2.9 5.9 -5.9 -0.177
C -1.6774 -1.8928 0.7943 -1.6 -2.9 1.4 0.079
N -1.5050 -0.7391 0.1393 4.9 0.8 4.5 -0.523
C -1.9028 -0.1008 -0.8360 -9.2 -2.9 -9.4 0.630
O -2.8970 -0.5929 -1.5080 0.4 0.5 1.3 -0.681
C -1.4095 0.9172 -1.6738 5.9 3.9 8.5 -0.356
H -0.7973 1.6291 -0.6390 -1.3 -0.7 -2.5 0.065
H -2.0147 1.5887 -2.0683 -3.7 2.6 -1.2 0.240
C -0.3744 0.7249 -2.5919 2.4 -8.3 -2.3 -0.152
N 0.0127 1.6896 -3.4416 9.9 0.9 7.6 -0.590
C 1.0053 2.6482 -2.8230 0.2 -12.9 5.1 0.125
C 1.2750 3.7952 -3.0983 -0.2 14.2 -5.2 -0.245
C 2.1532 4.8159 -2.5672 0.3 -7.4 0.7 -0.195
C 3.0947 4.1802 -1.7395 1.1 14.1 -2.3 -0.243
C 2.9468 3.0902 -1.1993 -0.4 -15.5 5.1 -0.236
C 2.0074 2.1282 -1.7326 -2.5 5.7 -4.1 0.189
N 1.8094 0.8909 -1.4070 0.5 -8.3 1.7 -0.619
C 1.1182 -0.2486 -1.8901 -8.1 7.4 -2.5 0.738
O 0.8604 -1.3608 -1.5988 2.5 -1.1 0.8 -0.522
H 2.4746 0.2682 -1.0902 3.9 0.3 2.6 0.399
H 3.7094 2.4543 -0.4089 -1.9 2.5 -2.1 0.205
H 3.7242 4.9700 -1.2458 0.2 -1.2 -0.5 0.218
H 2.1792 5.7541 -2.9299 0.2 2.9 -1.0 0.213
H 0.6439 4.2606 -3.9010 0.2 -0.4 0.4 0.192
H -0.4516 2.0598 -4.0703 -6.0 4.1 -7.5 0.364
H -0.7904 -0.1303 -3.1999 0.4 0.5 0.0 0.213
H -0.6632 -0.3043 0.3581 2.2 0.6 1.7 0.403
H -3.5618 -2.3689 -0.2967 2.4 -0.5 1.3 0.268
H -3.8445 -4.4124 1.2583 -5.3 -3.4 -1.6 0.221
H -2.3148 -5.2029 2.8413 -1.0 3.0 -1.5 0.209
H -0.6132 -3.4947 3.5560 -1.2 -1.4 -3.1 0.204
H 1.4220 -2.6311 3.1516 1.7 -3.9 0.5 0.171
H 2.0401 -0.8341 2.9282 -2.6 -2.9 0.7 0.127
H 0.1245 -0.0968 4.5572 0.6 -1.1 -0.9 0.216
H 1.2996 -1.0921 5.3296 -0.9 -1.0 -0.2 0.223
H -0.3353 -1.6760 4.6906 -4.1 -3.0 2.1 0.195